Density functional theory data (the ωB97M-V functional and the def2-TZVPD basis) for C9H18BF4LiO5 as an isolated structure.

Results
DFT total energy in Eh: -1161.88051
Orbital gap in Eh: 0.2728
Highest occupied orbital energy in Ha: -0.304
Energy above the lowest of the compared OMol25 structures with the same formula, charge and spin in eV: 2.015
E_LUMO in eV: -0.85

```
! wB97M-V def2-TZVPD RIJCOSX def2/J DEFGRID3
* xyz 0 1
Li -0.20 -0.97 -0.24
B -2.68 -0.46 -2.52
F -2.21 0.41 -3.51
F -1.67 -1.01 -1.89
F -3.36 0.29 -1.64
F -3.48 -1.47 -2.99
C 0.30 -4.36 -1.84
O 0.61 -3.31 -1.04
H 1.25 -4.84 -2.36
H -0.41 -3.99 -2.44
H -0.01 -5.26 -1.29
H 1.59 -3.19 -0.59
C 1.76 -0.32 -2.35
O 1.84 -0.38 -1.00
H 1.56 0.49 -2.82
H 1.01 -0.99 -2.74
H 2.68 -0.58 -2.90
H 2.78 -0.52 -0.65
C -0.36 -1.86 2.34
O 0.77 -1.51 1.47
H -0.14 -1.21 3.23
H -0.50 -2.88 2.61
H -1.27 -1.47 2.03
H 1.60 -2.07 1.64
C -1.20 3.61 2.05
C -1.38 2.70 1.07
C -0.21 2.02 0.45
C 1.03 2.28 0.95
C 1.21 3.03 2.06
C 0.06 3.75 2.66
O 0.23 4.68 3.61
O -0.54 1.11 -0.53
H -2.17 4.02 2.35
H -2.33 2.71 0.59
H 1.79 1.92 0.58
H 2.10 3.20 2.58
H 1.07 4.71 3.98
H -1.10 1.73 -0.91
*
```